i) C4H11O2PS | wB97M-V/def2-TZVPD

Positions of all 19 atoms, in Å:
O 1.13054 -0.08626 -1.56610
O -0.25782 0.25578 0.55492
S -0.75297 1.90528 -1.82854
C 0.87894 1.56950 2.41327
C -0.56425 -2.73180 -0.85246
C 0.57099 1.37260 1.02796
C -1.26038 -1.39198 -1.35486
P -0.23520 0.07240 -1.07780
H 0.53681 2.12745 -1.92930
H -0.02640 1.71280 3.01007
H 1.50261 2.47026 2.66671
H 1.37999 0.72730 2.77989
H -0.34318 -2.69096 0.23413
H 0.48879 -2.85333 -1.25168
H -1.05222 -3.64982 -1.12372
H 0.10136 2.37066 0.79605
H 1.63365 1.30965 0.59324
H -2.04968 -1.09885 -0.72414
H -1.68159 -1.39067 -2.36765

- multiplicity = 1
- SMILES = CCO[P@](=O)(S)CC
- HOMO energy (eV) = -9.7
- LUMO energy (eV) = 0.68



ii) C4H11O2PS | wB97M-V/def2-TZVPD

Positions of all 19 atoms, in Å:
O 0.73112 -1.66025 -0.82199
O 0.80910 0.51535 0.58910
S -0.87666 0.39026 -1.91231
C 2.05750 2.38745 1.05978
C -2.02736 -2.32740 -0.21541
C 1.57127 1.50574 -0.00281
C -1.37375 -1.10784 0.47919
P -0.06874 -0.57184 -0.33675
H -1.02015 -0.85553 -2.43005
H 2.42706 3.28537 0.55228
H 2.95778 2.03415 1.59333
H 1.23416 2.59852 1.77858
H -1.35406 -3.13603 -0.36588
H -2.53398 -2.09949 -1.22946
H -2.91239 -2.71204 0.32356
H 1.01021 2.18729 -0.59837
H 2.53673 1.17462 -0.44923
H -1.03119 -1.37754 1.49971
H -2.13667 -0.23081 0.48673

- multiplicity = 1
- SMILES = CCO[P@](=O)(S)CC
- HOMO energy (eV) = -9.8
- LUMO energy (eV) = 0.66



Winner for stability: i)



i) H12NO4 | wB97M-V/def2-TZVPD

Positions of all 17 atoms, in Å:
N -0.02572 1.27112 0.13120
H 0.83494 0.75148 -0.11338
H -0.52374 1.46298 -0.75729
H -0.58959 0.77219 0.76397
H 0.31990 2.15739 0.54113
H 1.06600 -3.59426 0.53168
H 1.01797 -2.91784 1.87050
O 1.38748 -2.83724 1.03121
H -0.64575 1.14444 -3.51453
H -2.11023 1.37363 -2.87770
O -1.15114 1.33227 -2.66638
H -2.75371 -0.23097 1.65953
H -2.32463 0.92164 2.55708
O -2.19196 0.54963 1.71246
H 3.15579 -0.25368 -0.48817
H 2.28929 -1.39758 0.06096
O 2.24512 -0.50521 -0.44226

- multiplicity = 1
- HOMO energy (eV) = -15.2
- LUMO energy (eV) = -2.94
- total charge = +1



ii) H12NO4 | wB97M-V/def2-TZVPD

Positions of all 17 atoms, in Å:
N -0.73008 0.59537 -1.74589
H -0.57910 0.97202 -0.69772
H -0.12018 -0.21956 -1.74941
H -0.47754 1.12734 -2.57454
H -1.73000 0.41808 -1.79550
H -1.19253 0.97008 1.53469
H 0.05886 1.73148 0.83665
O -0.76569 1.25119 0.72351
H 3.08885 1.60112 -0.98756
H 2.78216 0.68737 0.12754
O 2.32358 1.22331 -0.53565
H -1.84898 -2.22366 1.61067
H -2.17529 -2.11090 0.07017
O -2.12354 -1.63781 0.90230
H 1.18627 -1.83268 0.75233
H 0.87443 -1.40137 2.13813
O 1.42878 -1.15137 1.39028

- multiplicity = 1
- HOMO energy (eV) = -15.1
- LUMO energy (eV) = -3.44
- total charge = +1



iii) H12NO4 | wB97M-V/def2-TZVPD

Positions of all 17 atoms, in Å:
N -0.34102 -0.10666 0.75480
H -0.32211 -1.08360 0.41700
H 0.61902 0.20877 0.89841
H -0.82589 -0.07808 1.66472
H -0.76060 0.44888 0.00405
H 1.07165 0.30635 -3.36735
H 2.20437 1.31504 -3.54112
O 1.57233 0.98576 -2.89819
H 0.74526 -2.83718 -0.10650
H -0.44206 -3.63089 -0.63116
O -0.13917 -2.72822 -0.47571
H -0.98303 -0.12282 4.30981
H -2.15420 -0.76014 3.56892
O -1.28458 -0.37427 3.42466
H 0.77794 1.87848 -1.41483
H 0.04823 3.18414 -1.02159
O 0.17301 2.27294 -0.76906

- multiplicity = 1
- HOMO energy (eV) = -14.9
- LUMO energy (eV) = -3.03
- total charge = +1



Winner for stability: iii)